Formula: C47H51F11N4O9S2
Source: the OMol25 dataset
Level of theory: wB97M-V/def2-TZVPD

F_max in eV/Å: 4.09
LUMO energy in eV: -0.91
Kohn-Sham gap in Eh: 0.228
HOMO in hartree: -0.261

CARTESIAN COORDINATES (ANGSTROEM)
C (-2.598, 3.299, 6.835)
C (-2.768, 2.295, 5.682)
O (-2.973, 2.948, 4.442)
C (-2.795, 2.039, 3.371)
C (-3.031, 2.684, 1.992)
C (-3.651, 1.673, 0.950)
C (-2.628, 1.009, -0.027)
C (-2.982, -0.488, -0.388)
C (-1.954, -1.343, 0.357)
C (-2.242, -1.959, 1.583)
C (-1.278, -2.697, 2.279)
C (-1.723, -3.276, 3.629)
C (-1.851, -4.818, 3.644)
C (-3.064, -5.350, 2.791)
F (-2.547, -5.716, 1.593)
F (-3.927, -4.305, 2.676)
C (-3.689, -6.536, 3.585)
F (-4.271, -6.006, 4.677)
F (-2.711, -7.336, 4.064)
S (-4.869, -7.644, 2.631)
F (-4.683, -8.799, 3.741)
F (-3.697, -8.252, 1.757)
F (-5.204, -6.503, 1.571)
F (-6.118, -7.120, 3.512)
F (-5.892, -8.598, 1.861)
C (0.037, -2.860, 1.772)
C (0.312, -2.246, 0.536)
C (-0.658, -1.504, -0.175)
C (-0.269, -0.852, -1.507)
C (-0.322, -1.824, -2.723)
C (-1.563, -2.735, -2.788)
F (-1.251, -4.024, -2.343)
S (1.936, -2.338, -0.213)
C (2.720, -3.591, 0.771)
C (3.945, -4.113, 0.314)
C (4.642, -5.069, 1.040)
F (5.838, -5.541, 0.620)
C (4.101, -5.533, 2.246)
C (4.851, -6.569, 3.107)
O (4.642, -6.384, 4.498)
C (5.111, -5.128, 4.944)
C (5.297, -5.131, 6.490)
C (2.885, -5.021, 2.680)
C (2.156, -4.042, 1.974)
N (0.947, -3.599, 2.596)
O (1.328, -2.883, 3.767)
H (-2.293, 2.735, 7.732)
H (-1.784, 3.998, 6.586)
H (-3.523, 3.865, 7.006)
H (-1.871, 1.649, 5.619)
H (-3.648, 1.657, 5.905)
H (-3.452, 1.154, 3.496)
H (-1.748, 1.667, 3.402)
H (-3.739, 3.525, 2.107)
H (-2.082, 3.157, 1.648)
H (-4.197, 0.919, 1.538)
H (-4.378, 2.238, 0.344)
H (-1.652, 1.021, 0.490)
H (-2.502, 1.642, -0.916)
H (-4.011, -0.713, -0.079)
H (-2.862, -0.566, -1.474)
H (-3.250, -1.852, 1.999)
H (-2.603, -2.752, 4.030)
H (-0.913, -3.032, 4.338)
H (-1.947, -5.119, 4.698)
H (-0.943, -5.241, 3.190)
H (0.764, -0.463, -1.465)
H (-0.896, 0.039, -1.663)
H (-0.279, -1.205, -3.637)
H (0.563, -2.481, -2.741)
H (-2.410, -2.393, -2.181)
H (-1.912, -2.751, -3.836)
H (4.372, -3.764, -0.630)
H (4.661, -7.601, 2.786)
H (5.933, -6.390, 2.929)
H (4.406, -4.301, 4.730)
H (6.056, -4.821, 4.451)
H (6.361, -5.164, 6.755)
H (4.896, -4.183, 6.885)
H (4.701, -5.936, 6.940)
H (2.504, -5.394, 3.636)
H (0.994, -3.422, 4.496)
C (4.587, 3.759, -2.593)
C (3.410, 3.337, -1.989)
C (3.265, 2.015, -1.602)
C (4.307, 1.129, -1.822)
C (5.484, 1.535, -2.430)
C (5.621, 2.858, -2.817)
N (4.163, -0.265, -1.391)
O (3.096, -0.598, -0.871)
O (5.095, -1.019, -1.563)
H (4.701, 4.795, -2.890)
H (2.606, 4.041, -1.818)
H (2.346, 1.691, -1.132)
H (6.292, 0.838, -2.603)
H (6.536, 3.190, -3.290)
C (-0.233, 7.951, -2.635)
C (-0.075, 6.904, -3.533)
C (-0.256, 5.595, -3.114)
C (-0.598, 5.352, -1.794)
C (-0.752, 6.385, -0.886)
C (-0.567, 7.691, -1.312)
N (-0.814, 3.969, -1.352)
O (-0.652, 3.081, -2.169)
O (-1.144, 3.788, -0.197)
H (-0.096, 8.972, -2.967)
H (0.187, 7.110, -4.563)
H (-0.132, 4.784, -3.817)
H (-1.015, 6.188, 0.144)
H (-0.687, 8.508, -0.613)
C (-0.228, 5.476, -10.203)
C (-1.345, 6.289, -10.336)
C (-1.473, 7.427, -9.554)
C (-0.474, 7.738, -8.649)
C (0.642, 6.932, -8.501)
C (0.763, 5.794, -9.284)
N (-0.595, 8.956, -7.835)
O (-1.593, 9.631, -7.975)
O (0.315, 9.219, -7.071)
H (-0.128, 4.591, -10.819)
H (-2.116, 6.038, -11.053)
H (-2.344, 8.057, -9.662)
H (1.417, 7.177, -7.789)
H (1.631, 5.157, -9.180)